23
Properties=species:S:1:pos:R:3 method="wB97M-V/def2-TZVPD" largest_force_ev_per_a=2.63 homo_energy_ev=-8.3 e_above_lowest_kj_mol=207.7 homo_lumo_gap_ha=0.342 spin_multiplicity=1 smiles=CCCN(C)CCO charge=0
C -1.68253 -1.08044 -2.53532
C -0.58264 -0.80056 -1.48704
C -1.22136 -0.07893 -0.27203
N -0.12484 0.65516 0.40970
C -0.62443 1.80469 1.14110
C 0.73308 -0.18873 1.23916
C 2.20389 0.15893 0.90694
O 2.99069 -0.90152 1.43406
H -2.12415 -0.13375 -2.79647
H -1.20834 -1.57359 -3.36925
H -2.49015 -1.72528 -2.15705
H 0.19061 -0.11925 -1.80676
H -0.15972 -1.75923 -1.24884
H -1.64069 -0.76177 0.47761
H -1.88506 0.71335 -0.60394
H -1.00213 1.54718 2.18763
H -1.43205 2.28954 0.61496
H 0.17637 2.51306 1.39955
H 0.56954 -1.25414 1.12246
H 0.62452 0.13908 2.29654
H 2.30452 0.13794 -0.18698
H 2.61593 1.11945 1.26556
H 3.76895 -0.70118 1.96842